(1)
Molecular formula: C30H60BIN2O6PSi
Method: DFT, the ωB97M-V functional and the def2-TZVPD basis

```
102
Properties=species:S:1:pos:R:3:forces:R:3
C -0.5316 6.3178 -1.7460 0.07 0.53 -1.02
C -0.3867 5.1334 -2.8438 -0.36 -0.15 1.51
C -1.4305 3.9423 -2.4587 0.91 -0.15 -1.11
C -0.6453 2.7313 -1.7013 -0.66 0.60 -2.62
O -1.5481 2.1612 -0.7397 1.61 -0.65 1.32
C -0.8899 1.4968 0.3984 -1.82 -0.67 -2.10
C 0.2413 0.5591 -0.2058 -0.17 0.55 -0.07
P 0.9186 -0.8994 0.7402 5.92 -2.64 1.62
O 2.4174 -0.6737 1.0820 -4.18 0.40 -0.92
O 0.9338 -2.2662 -0.3142 -0.79 2.77 1.32
O 0.1501 -1.4078 2.1294 0.06 0.65 -2.46
C -2.1311 0.7605 1.1185 -1.61 0.32 0.04
C -2.5925 -0.6039 0.4259 -0.88 -0.14 -1.54
C -3.2521 -0.4053 -1.0522 1.03 -1.05 -0.14
C -3.5441 -1.8865 -1.6616 0.15 1.06 -1.26
C -2.1639 -2.6452 -2.0769 -0.30 0.70 2.20
C -2.0438 -3.9722 -1.1829 0.46 -0.17 -0.61
C -0.9243 -4.9283 -1.8126 -0.12 0.13 0.55
C -0.4919 -6.1532 -0.8612 -0.09 -0.36 0.08
C 0.9338 -5.9096 -0.1322 -0.88 0.52 -0.08
Si 2.4478 -6.5588 -1.1100 0.59 0.14 0.07
C 3.9824 -6.4027 0.0691 0.07 -0.39 -0.02
C 2.3323 -8.4194 -1.5954 0.12 -0.42 0.11
C 2.7042 -5.4040 -2.6494 0.99 2.50 -3.11
C 3.9511 -4.4478 -2.6804 -2.15 0.26 -3.12
C 4.2233 -3.5221 -3.9185 -3.25 -2.48 0.62
C 3.2091 -3.5445 -5.0829 -0.06 -1.37 2.36
C 1.9472 -4.4504 -5.0735 2.46 0.00 2.74
C 1.7126 -5.3896 -3.8729 2.69 2.21 -0.12
N -2.0252 0.5455 2.5771 0.08 0.91 0.78
C -3.3835 0.4347 3.2430 0.02 -1.79 0.14
C -1.3124 1.5685 3.3673 -0.74 1.29 0.77
C -0.1392 2.3903 2.6714 0.90 -0.13 1.95
B 1.3883 1.8819 3.0146 2.16 -0.82 -0.33
C 1.8065 1.0884 4.3846 -0.09 -0.84 -0.97
O 2.5038 2.1568 2.1072 -2.76 1.16 1.63
N -0.3819 2.6902 1.2117 -0.44 -0.44 1.33
I -1.8233 4.2381 1.3019 -0.23 0.39 -0.57
H 0.2422 6.1910 -0.9169 -1.17 0.21 -0.98
H -1.5929 6.3650 -1.3218 1.53 -0.15 -0.50
H -0.3520 7.3379 -2.2559 -0.11 -1.59 0.94
H 0.6934 4.7360 -2.7302 -1.70 0.57 -0.65
H -0.5788 5.4893 -3.9102 0.35 -0.42 1.60
H -1.8295 3.5626 -3.4749 0.48 0.27 1.84
H -2.3287 4.3219 -1.8645 1.41 -0.55 -0.68
H 0.3732 3.0757 -1.3207 -1.39 -0.27 -0.05
H -0.4351 1.9583 -2.5338 -0.08 1.02 1.43
H 1.1728 1.2197 -0.3991 -1.33 -1.45 0.18
H -0.1734 0.1181 -1.1923 0.61 0.88 1.60
H 1.6984 -2.1195 -0.9321 -0.67 -0.18 0.83
H 0.4032 -0.9164 2.9393 0.10 -0.24 -0.86
H -3.0345 1.4808 0.9711 1.44 -0.81 -0.22
H -3.4307 -1.1340 1.0203 1.54 1.15 -0.54
H -1.7813 -1.3904 0.2880 -0.76 1.14 0.49
H -4.1758 0.2618 -1.0406 1.18 -0.92 0.12
H -2.4786 0.0522 -1.7813 -1.29 -0.49 1.22
H -4.0921 -1.6933 -2.6621 0.41 -0.47 1.79
H -4.1918 -2.5133 -0.9483 0.96 0.93 -1.15
H -1.3229 -1.9327 -1.7201 -0.99 -1.20 -0.93
H -2.0607 -2.8110 -3.1980 -0.26 0.03 1.56
H -3.0863 -4.4496 -1.1495 1.59 0.34 -0.07
H -1.7458 -3.7355 -0.0927 -0.49 -0.11 -1.64
H 0.0129 -4.2711 -1.9697 -1.52 -1.08 -0.10
H -1.3339 -5.3140 -2.8147 0.81 0.62 1.37
H -1.2781 -6.3233 -0.0439 0.94 0.30 -1.24
H -0.4693 -7.1288 -1.4826 0.01 1.49 0.99
H 1.0566 -4.7676 -0.0278 -0.08 -1.67 0.09
H 0.9507 -6.3690 0.9156 -0.10 0.61 -1.37
H 3.6794 -5.6910 0.9116 0.78 -1.03 -1.00
H 4.2114 -7.4630 0.4619 -0.40 1.72 -0.30
H 4.9273 -6.0562 -0.4666 -1.27 -0.33 0.84
H 3.3855 -8.7820 -1.8720 -1.52 0.52 0.24
H 1.6173 -8.6290 -2.4593 0.95 0.14 1.21
H 2.0245 -9.0123 -0.6578 0.29 0.80 -1.45
H 4.7022 -4.3839 -1.8157 -1.42 -0.29 -1.43
H 5.1608 -2.8593 -3.8944 -1.73 -1.10 -0.29
H 3.4151 -2.8460 -5.9748 -0.48 -1.33 1.52
H 1.2307 -4.3909 -5.9706 1.24 -0.24 1.67
H 0.7880 -6.0714 -3.8475 1.66 1.18 -0.09
H -3.3127 0.6669 4.3699 0.00 -0.22 -1.92
H -4.1793 1.0813 2.7416 1.02 -0.66 0.63
H -3.6678 -0.6792 3.1820 0.02 1.83 0.06
H -2.0983 2.3485 3.7210 1.28 -0.89 -0.52
H -0.9579 1.0673 4.3470 -0.18 0.98 -1.67
H -0.1710 3.4328 3.1841 0.21 -1.72 -0.60
H 2.8007 0.5418 4.1647 -1.45 1.11 0.49
H 1.9182 1.8149 5.2559 -0.15 -1.04 -1.01
H 1.0547 0.2566 4.6471 0.99 1.37 -0.01
H 2.4229 3.1062 1.8629 0.43 -0.74 -0.25
H 0.4885 3.0949 0.8335 -0.49 -0.37 -0.18
C 0.0813 8.9410 2.0013 -0.13 0.27 -0.13
C -0.4897 8.5895 3.3660 0.52 -0.40 -0.31
C 0.5609 7.9460 4.2570 -0.04 0.08 0.34
O -1.5882 7.6925 3.2040 -0.43 -0.02 0.08
H 0.4332 8.0428 1.4819 0.09 -0.02 0.12
H -0.6874 9.3919 1.3681 0.07 0.02 0.10
H 0.9155 9.6412 2.0908 -0.04 -0.07 -0.05
H -0.8757 9.4922 3.8464 -0.17 -0.19 -0.04
H 0.9294 7.0133 3.8155 0.04 0.09 -0.13
H 0.1338 7.6884 5.2299 0.03 0.10 -0.07
H 1.4095 8.6162 4.4144 -0.03 -0.10 -0.01
H -1.2567 6.8912 2.7800 0.13 0.19 0.09
```
Forces are in eV/Å.

Summary:
LUMO level, eV: -5.202
Net charge: +1
HOMO level, eV: -10.17

Mulliken atomic charge list, values in e, 2 entries: -0.713 -0.557

(2)
Molecular formula: C5H6FNO2
Method: DFT, the ωB97M-V functional and the def2-TZVPD basis

```
15
Properties=species:S:1:pos:R:3:forces:R:3
C 1.3923 -0.7210 0.0054 0.53 -3.36 0.74
C -0.8844 0.1768 0.0834 1.69 3.87 -1.84
C 1.9212 1.6205 -0.4349 -1.76 1.25 0.79
C -2.6176 -1.4382 0.2119 -0.43 -0.57 1.04
C 1.8739 0.4782 0.4781 0.68 0.10 -0.79
N 1.1746 -1.8500 -0.2874 0.13 2.30 0.25
O -0.9861 0.8496 -0.9017 -0.54 -0.46 -0.12
O -1.4792 -0.7385 0.6204 -0.57 -2.57 3.19
F 2.2870 0.6342 1.7593 -0.58 -0.27 -1.08
H 2.7623 2.1731 -0.1848 1.91 1.20 0.46
H 1.9819 1.4401 -1.5103 -0.48 -0.46 0.36
H 1.0672 2.3259 -0.1604 0.71 -0.83 -0.73
H -2.6901 -1.3687 -0.8046 -1.12 1.11 -2.76
H -3.4346 -1.1122 0.8557 -0.17 -0.29 -0.55
H -2.3684 -2.4698 0.2698 -0.01 -1.01 1.04
```
Forces are in eV/Å.

Summary:
LUMO level (spin up / spin down), eV: 0.854 / -1.016
2S+1: 3
HOMO level (spin up / spin down), eV: -7.70 / -11.71

natural (NBO) atomic charge list, values in e, 2 entries: 0.120 0.743

(3)
Molecular formula: C45H43BF2N7Sr
Method: DFT, the ωB97M-V functional and the def2-TZVPD basis

```
99
Properties=species:S:1:pos:R:3:forces:R:3
Sr -0.0766 0.4335 -0.0480 -1.65 1.31 1.12
C 1.2412 -4.8745 1.4315 1.93 0.70 -0.44
C 0.1535 -3.8945 1.2545 0.06 0.63 -0.61
C -1.1197 -3.8477 1.7463 -0.54 -1.41 1.85
C -1.6643 -2.5787 1.4532 3.46 -1.56 -0.95
N -0.7616 -1.8720 0.7801 0.60 -1.73 -0.50
N 0.3629 -2.7481 0.5647 -2.17 2.21 -0.31
B 1.3421 -2.2756 -0.5442 1.93 -0.71 0.86
N 0.7708 -1.5390 -1.8135 -1.45 -0.08 -0.24
N -0.6042 -1.5032 -2.0563 0.57 -0.32 1.07
C -0.7969 -1.3554 -3.3338 3.63 0.14 -1.34
C 0.5087 -1.2407 -4.0391 -0.42 -0.73 2.01
C 1.4423 -1.4018 -2.9968 -1.01 0.76 -0.77
C 2.9279 -1.3137 -2.9763 0.67 -1.21 -1.26
C -2.0523 -1.5466 -3.9943 -2.68 -0.01 0.99
C -2.1467 -1.4466 -5.3705 0.13 -0.02 0.06
C -3.3062 -1.8122 -6.0142 -0.91 -0.32 -0.38
C -4.4897 -2.1747 -5.3344 2.65 0.65 -0.27
C -4.3950 -2.2695 -3.9752 -0.63 -0.40 1.85
C -3.2114 -1.9314 -3.2621 -0.01 -0.31 -1.28
N 2.4550 -1.3516 0.2268 -0.31 1.00 -1.44
N 2.3365 0.0364 0.1888 2.22 -0.61 1.76
C 3.4590 0.5316 0.8207 -1.14 -1.98 -1.95
C 4.3474 -0.5527 1.0994 -0.98 0.12 -0.78
C 3.6559 -1.7340 0.6938 0.44 2.41 0.65
C 4.1867 -3.1079 0.8123 -0.78 -1.12 -0.89
C 3.7217 1.9643 1.0232 0.32 0.48 1.56
C 5.0302 2.1750 1.5340 -0.90 2.06 0.60
C 5.3352 3.4211 2.0912 0.03 -0.18 -0.27
C 4.4263 4.4885 2.0352 1.08 -0.89 -0.43
C 3.1791 4.3265 1.4931 0.09 -1.99 -0.10
C 2.7772 3.0358 1.1011 0.31 -0.67 -0.73
C -2.9605 -2.2075 1.8418 -0.64 1.09 0.82
C -3.5662 -2.9157 2.8554 -2.03 0.73 0.30
C -4.8042 -2.5018 3.3526 -0.31 1.25 -0.96
C -5.4244 -1.3107 2.8102 1.58 -1.87 0.34
C -4.8330 -0.7437 1.6847 -1.27 1.63 -0.05
C -3.5752 -1.1257 1.2757 -0.07 0.09 -2.18
H 0.8644 -5.7890 1.7827 -0.65 -1.48 0.01
H 1.9799 -4.6021 2.2517 -0.84 0.21 -1.05
H 1.8130 -4.9801 0.4545 -0.71 -0.19 1.26
H -1.5901 -4.5879 2.4525 0.85 0.75 -1.19
H 2.0463 -3.1924 -0.9895 -0.60 0.15 0.40
H 0.6992 -1.2197 -5.1177 0.01 0.19 0.73
H 3.2971 -0.8144 -3.9047 -0.26 -0.17 0.88
H 3.3787 -2.3492 -2.9975 -0.42 0.90 0.15
H 3.2719 -0.8305 -2.0690 0.15 0.25 -0.06
H -1.2718 -1.0657 -5.8852 -0.20 -0.34 -0.37
H -3.2884 -1.9554 -7.0765 -0.06 0.54 -0.57
H -5.3938 -2.3506 -5.8498 -0.71 -0.46 -0.52
H -5.3085 -2.7249 -3.5087 1.10 0.85 0.24
H -3.1327 -2.0012 -2.1817 -0.15 -0.15 -0.15
H 5.3982 -0.4071 1.3799 -0.81 -0.70 0.17
H 4.7765 -3.1291 1.7173 0.36 -0.35 0.04
H 4.7731 -3.3652 -0.0936 0.05 0.17 0.60
H 3.3974 -3.8978 0.8515 0.74 0.96 0.17
H 5.7574 1.3959 1.6432 0.04 -0.19 -0.23
H 6.2991 3.5927 2.5874 -0.34 -0.15 -0.34
H 4.8094 5.4261 2.3382 -0.05 0.99 0.48
H 2.4828 5.1143 1.4295 -0.69 0.83 0.04
H 1.7106 2.8965 0.8395 0.76 -0.14 0.07
H -3.0996 -3.7924 3.2045 0.23 -0.75 0.64
H -5.3246 -3.1260 4.0708 0.11 0.32 0.26
H -6.2663 -0.8484 3.2945 -0.47 -0.22 -0.18
H -5.3953 0.0639 1.1341 0.89 -0.76 0.76
H -3.0988 -0.7544 0.3331 -0.60 0.19 1.08
F -5.4463 2.9095 1.0355 -0.99 0.28 0.45
C -4.3128 3.0545 0.3524 2.37 0.09 0.16
C -3.1565 2.3312 0.7733 -2.23 1.54 -1.62
C -2.0858 2.3842 -0.0802 2.88 -1.03 0.66
C -1.9511 3.2446 -1.1577 -3.00 0.44 -0.91
C -3.1526 3.8930 -1.5563 1.11 -0.84 2.03
F -3.2123 4.4364 -2.7591 -0.66 1.24 -1.39
C -4.2820 3.9387 -0.7501 -0.42 -0.80 -0.01
C -0.7518 3.3645 -1.9794 1.56 -1.01 1.67
C -0.5145 4.3229 -2.9318 -0.72 0.65 -0.41
C 0.7040 4.3014 -3.5765 0.91 -0.18 -0.91
C 1.7297 3.4468 -3.1830 0.93 0.29 0.60
C 1.4626 2.5671 -2.1133 1.22 0.75 -1.89
N 0.2724 2.5365 -1.5889 -0.92 -0.75 0.38
H -3.1271 1.7529 1.6765 -0.34 -0.38 0.26
H -5.1328 4.5666 -1.0394 0.22 -0.55 0.11
H -1.3048 5.0698 -3.1066 0.82 -0.54 -0.38
H 0.8684 4.8720 -4.4896 -0.02 0.46 0.43
H 2.7886 3.5840 -3.5265 -1.30 -0.38 -0.09
H 2.2908 1.8683 -1.8226 -1.09 0.53 0.30
C 0.8279 1.5783 5.0662 1.37 -2.48 1.58
C 0.9889 0.9608 3.6536 0.11 1.44 -0.14
C 1.6106 -0.4261 3.6797 1.14 -0.70 -0.56
C -0.2923 1.0190 2.9706 -1.67 -2.40 -2.56
H 1.7688 1.4400 5.6886 -0.49 0.41 -0.50
H 0.0654 0.9810 5.6372 0.34 0.67 -0.63
H 0.5734 2.6110 5.0601 -0.37 0.76 -0.19
H 1.6275 1.7123 3.0663 0.05 -1.13 0.93
H 1.0054 -1.1718 4.2667 0.50 0.80 -0.32
H 2.6448 -0.3107 4.1048 -0.79 -0.56 -0.08
H 1.7500 -0.8872 2.6344 -0.38 0.83 1.42
H -0.6903 1.9369 2.6661 -0.60 1.55 -0.13
H -1.0228 0.1699 2.8264 0.90 0.59 0.73
```
Forces are in eV/Å.

Summary:
LUMO level, eV: 2.292
Net charge: -1
Energy relative to the best compared isomer or geometry (same formula, charge and spin), kcal/mol: 31.53
HOMO level, eV: -1.58

Mulliken atomic charge list, values in e, 2 entries: 1.938 -1.737

Number 1: DFT total energy -2692.9791 Eh. Number 2: DFT total energy -499.0396 Eh. Number 3: DFT total energy -2379.1790 Eh.